Record 1
{"formula": "C8H20BFN2O2P", "method": "ωB97M-V/def2-TZVPD", "gap_ev": 7.78, "lumo_energy_ev": 3.439, "total_energy_ha": -1042.91205, "charge": -1, "elements": ["H", "H", "H", "H", "H", "H", "H", "C", "H", "C", "C", "H", "H", "N", "O", "B", "C", "H", "F", "C", "C", "H", "H", "H", "H", "C", "C", "H", "H", "H", "H", "P", "H", "O", "N"], "xyz": [[3.242, 0.260, -0.672], [4.160, -1.056, -0.775], [-1.900, 3.066, -2.025], [-1.485, -2.123, -2.966], [-1.301, 1.084, -0.819], [-1.750, 1.537, 1.571], [2.100, 1.133, 1.496], [-1.631, 2.421, 0.891], [1.157, 2.798, 0.061], [-0.129, -2.648, 1.498], [0.717, 1.777, -0.133], [2.635, -2.349, 0.668], [-0.664, -3.191, 2.323], [-1.037, -2.663, -2.222], [0.762, -1.634, 1.962], [1.043, -0.735, 0.798], [-0.818, 1.988, -0.379], [-0.041, 3.141, -2.086], [-1.859, -1.025, 1.467], [-1.068, -1.768, 0.560], [2.349, -1.443, 0.063], [-0.997, 4.165, -0.917], [-1.111, 3.241, 1.442], [2.034, -1.832, -0.950], [0.475, -3.459, 1.008], [1.078, 0.867, 1.096], [-0.951, 3.175, -1.442], [1.155, 1.420, -1.102], [-2.656, 2.763, 0.579], [-2.285, -3.950, -0.579], [-3.103, -1.806, -1.218], [-1.958, -2.592, -0.898], [0.380, 1.049, 1.963], [-0.083, -1.060, -0.132], [3.542, -0.551, -0.129]], "atomic_forces_ev_per_a": [[-0.0429, -0.1336, 0.2630], [0.0085, 0.3653, 0.3178], [0.8461, 0.1313, 0.2268], [0.3397, -0.0146, 0.2913], [0.6002, 0.5311, 0.4283], [0.0568, 0.8959, -0.4696], [-0.8558, -0.1089, -0.4838], [0.0524, -0.8426, -0.1762], [-0.4220, -0.7103, -0.3104], [0.2396, 0.2410, 0.6061], [-0.2847, 0.2146, 0.7786], [0.0485, 0.8929, -0.4492], [0.2323, 0.8884, -0.3529], [-1.2832, -0.2537, 0.8540], [-1.3418, -0.6735, 0.6767], [1.0548, -0.8336, -0.3570], [-0.2163, 1.3597, -0.4194], [-0.8831, 0.2010, 0.1126], [-0.2894, -0.1035, -1.0332], [3.2486, -0.9717, -0.2748], [0.1911, 0.0381, -0.8508], [0.1944, -0.7964, -0.4206], [-0.3677, -0.5147, -0.4006], [0.0953, 0.1910, 0.8523], [-0.7432, 0.6652, -0.4485], [0.3950, -0.0286, 0.6137], [-0.0474, -0.6040, 0.6136], [-0.2313, 0.0705, 0.8227], [0.8861, -0.2165, 0.3127], [-0.3673, 0.7357, 0.6470], [-0.1862, -0.5036, 0.8526], [1.6580, 0.3422, -2.3298], [0.4813, 0.0663, -0.8640], [-3.2718, 0.1107, 0.7751], [0.2053, -0.6310, -0.4042]], "mulliken_charge": [0.192, 0.268, 0.386, 0.217, -0.183, 0.289, 0.240, -1.450, 0.281, -0.633, -0.650, 0.125, 0.327, -0.733, -0.665, 0.619, 1.355, 0.370, -0.373, 0.522, -0.437, 0.284, 0.305, 0.251, 0.244, -0.935, -1.431, 0.299, 0.403, 0.059, 0.055, 0.160, 0.199, -0.236, -0.720]}



Record 2
{"formula": "C2H15N2O4", "method": "ωB97M-V/def2-TZVPD", "gap_ev": 11.31, "lumo_energy_ev": -2.571, "de_lowest_ev": 0.6355, "total_energy_ha": -495.44887, "charge": 1, "elements": ["H", "O", "C", "H", "O", "H", "N", "N", "C", "H", "H", "H", "H", "H", "H", "H", "H", "H", "O", "O", "H", "H", "H"], "xyz": [[-0.114, 1.222, 2.272], [2.216, 0.492, 1.927], [0.131, 0.079, -0.186], [1.045, 0.529, 0.171], [-3.001, -0.645, -3.214], [-1.670, 0.452, 2.462], [0.157, -0.652, -1.290], [-0.934, 0.181, 0.568], [-1.031, 0.991, 1.748], [-2.761, -0.971, -4.089], [-0.592, -0.950, -1.883], [-1.910, 0.999, -2.254], [1.103, -0.875, -1.570], [3.799, -2.655, 2.699], [-0.927, 2.174, -2.380], [2.849, 1.121, 2.278], [4.013, -1.705, 1.375], [-3.920, -0.915, -3.103], [3.676, -1.811, 2.264], [-1.213, 1.472, -1.784], [-1.832, -0.071, 0.172], [-1.547, 1.949, 1.613], [2.463, -0.409, 2.204]], "atomic_forces_ev_per_a": [[0.5130, -0.4244, -0.4628], [-0.5175, 0.0078, -0.3768], [-1.3725, -0.9572, 0.1172], [0.2172, -0.1769, 0.2144], [0.1795, -0.0454, 0.0505], [0.2624, 0.0113, -0.1247], [2.1414, -0.0371, 0.6312], [0.4679, 0.5251, -0.5872], [-1.2034, 0.6783, 1.6415], [-0.0068, 0.0762, 0.0195], [-0.4968, -0.0335, 0.2247], [-0.2080, 0.0770, -0.2896], [-0.3980, 0.0232, -0.5029], [0.3852, -0.2724, -0.6295], [-0.1657, -0.0202, 0.0300], [0.1869, -0.2430, 0.1833], [0.4434, -0.8605, 0.0332], [0.0096, 0.0596, 0.0613], [-0.7980, 1.0378, 0.5593], [-0.3522, 0.7242, -0.4296], [0.1964, -0.2874, -0.0114], [0.1093, -0.1860, -0.5851], [0.4068, 0.3234, 0.2335]], "mulliken_charge": [0.319, -0.611, 0.034, 0.498, -0.628, 0.331, -0.255, -0.082, -0.869, 0.314, 0.186, 0.317, 0.245, 0.314, 0.288, 0.277, 0.316, 0.310, -0.659, -0.592, 0.232, 0.333, 0.382]}



What is the formula in the first record? C8H20BFN2O2P